(1)
Computed, not measured: a molecular structure, C55H51BF5HfO2P2SSe, with ωB97M-V/def2-TZVPD.

Computed properties:
Charge = +1
Relative energy (zero: lowest compared OMol25 entry of this formula, charge and spin) = 0.0 kJ/mol
M = 1201.28 g mol⁻¹
Highest occupied orbital energy = -10.564 eV

Element x y z (Å)
Hf 0.456 -0.091 0.131
O -3.693 -2.666 -0.395
S -2.770 -1.862 0.429
C -3.769 -0.598 1.246
C -4.898 -0.973 1.959
C -5.711 0.004 2.507
C -5.394 1.345 2.330
C -4.278 1.717 1.599
C -3.447 0.745 1.042
P -2.065 1.171 -0.077
C -2.787 0.891 -1.723
C -1.951 0.902 -2.843
C -2.476 0.682 -4.107
C -3.834 0.441 -4.264
C -4.669 0.431 -3.156
C -4.151 0.656 -1.889
C -1.893 2.960 0.144
C -2.233 3.876 -0.843
C -2.084 5.236 -0.598
C -1.600 5.677 0.625
C -1.249 4.759 1.609
C -1.388 3.402 1.368
C -2.449 -2.830 1.926
C -3.161 -4.009 2.032
C -3.016 -4.799 3.163
C -2.156 -4.403 4.176
C -1.423 -3.232 4.047
C -1.551 -2.428 2.919
P -0.494 -0.957 2.697
C 1.118 -1.433 3.404
C 2.151 -1.758 2.528
C 3.380 -2.196 2.997
C 3.597 -2.285 4.364
C 2.589 -1.922 5.251
C 1.357 -1.497 4.775
C -1.098 0.321 3.841
C -0.225 1.347 4.218
C -0.671 2.376 5.033
C -1.990 2.396 5.474
C -2.856 1.379 5.104
C -2.414 0.342 4.294
H -5.136 -2.024 2.072
H -6.593 -0.280 3.066
H -6.033 2.111 2.751
H -4.064 2.767 1.448
H -0.897 1.097 -2.723
H -1.823 0.692 -4.970
H -4.240 0.257 -5.250
H -5.727 0.239 -3.273
H -4.816 0.639 -1.034
H -2.619 3.530 -1.795
H -2.351 5.951 -1.366
H -1.490 6.738 0.812
H -0.866 5.100 2.563
H -1.110 2.684 2.132
H -3.814 -4.294 1.216
H -3.571 -5.724 3.247
H -2.035 -5.013 5.061
H -0.726 -2.958 4.829
H 2.040 -1.685 1.452
H 4.165 -2.449 2.296
H 4.551 -2.628 4.740
H 2.762 -1.969 6.318
H 0.583 -1.200 5.473
H 0.798 1.341 3.868
H 0.013 3.161 5.329
H -2.337 3.199 6.112
H -3.881 1.385 5.451
H -3.095 -0.453 4.020
F 1.187 0.984 1.570
F -0.811 -3.588 -1.433
B 0.222 -2.818 -1.088
F -0.019 -1.377 -1.579
F 0.222 -2.477 0.343
F 1.463 -3.177 -1.476
C 5.706 5.843 -1.855
C 4.666 4.755 -1.874
C 4.699 3.741 -2.819
C 3.758 2.720 -2.829
C 3.818 1.702 -3.943
C 2.756 2.689 -1.841
C 1.840 1.509 -1.868
O 0.686 1.494 -1.118
C 2.670 3.740 -0.908
C 1.563 3.883 0.111
C 3.630 4.742 -0.947
H 6.343 5.796 -2.738
H 6.345 5.752 -0.974
H 5.241 6.829 -1.820
H 5.473 3.748 -3.579
H 4.704 1.862 -4.555
H 2.945 1.786 -4.596
H 3.849 0.678 -3.577
H 1.629 1.216 -2.897
H 0.599 3.983 -0.386
H 1.730 4.779 0.708
H 1.484 3.034 0.788
H 3.562 5.547 -0.223
C 8.822 0.876 -0.253
C 7.360 0.554 -0.413
C 6.405 1.128 0.416
C 5.048 0.877 0.265
C 4.085 1.458 1.257
C 4.651 0.033 -0.778
Se 2.810 -0.281 -1.281
C 5.587 -0.611 -1.601
C 5.217 -1.604 -2.682
C 6.930 -0.327 -1.396
H 9.042 1.213 0.759
H 9.110 1.674 -0.940
H 9.444 0.010 -0.476
H 6.722 1.790 1.215
H 4.559 2.238 1.852
H 3.731 0.680 1.937
H 3.218 1.886 0.772
H 4.368 -2.221 -2.403
H 6.062 -2.260 -2.884
H 4.966 -1.104 -3.619
H 7.663 -0.820 -2.026

Cartesian forces, eV/Å:
-0.62 0.61 0.47
0.02 0.04 -0.04
-0.16 -0.01 0.26
0.12 0.12 -0.09
0.05 -0.04 -0.01
-0.01 0.02 0.02
-0.06 -0.01 0.03
0.09 0.01 -0.03
0.00 -0.26 0.01
0.06 0.09 -0.09
0.07 0.02 -0.03
-0.12 0.00 -0.04
0.02 0.02 0.08
-0.01 -0.01 0.03
0.00 0.00 -0.02
-0.03 -0.01 0.03
0.12 -0.08 0.10
-0.04 0.02 -0.02
0.03 -0.01 0.00
0.00 -0.04 0.01
-0.09 -0.05 0.02
-0.10 0.05 -0.04
0.05 0.07 -0.02
-0.10 -0.08 -0.11
0.06 0.02 0.09
-0.02 -0.01 -0.04
0.00 -0.03 0.04
0.00 0.07 -0.11
0.02 0.11 0.04
0.01 -0.05 -0.14
0.09 -0.05 0.16
0.02 0.10 0.01
-0.08 0.02 0.06
0.05 -0.02 -0.03
0.02 0.03 0.01
0.02 0.03 -0.01
-0.04 0.01 0.03
-0.04 -0.04 -0.02
0.03 -0.01 -0.02
-0.04 -0.03 0.00
0.02 -0.04 -0.02
-0.01 0.02 0.00
0.00 0.01 -0.01
0.01 0.00 0.01
0.03 0.00 0.00
0.08 0.00 0.01
0.00 0.00 0.01
-0.01 0.00 0.01
0.01 0.00 0.00
0.01 -0.01 -0.05
0.01 0.03 0.01
0.00 -0.01 0.01
0.00 -0.01 -0.01
0.00 0.00 -0.02
0.01 0.03 0.03
0.02 0.00 0.03
0.00 0.00 0.00
-0.01 0.00 0.00
-0.03 -0.01 -0.03
-0.02 -0.16 -0.02
-0.01 -0.01 0.01
-0.01 0.02 0.00
0.00 -0.01 -0.01
0.03 0.00 0.00
0.02 0.01 0.02
0.00 0.00 0.00
0.01 0.00 0.00
0.01 0.00 0.00
-0.01 0.00 0.00
-0.13 -0.26 -0.26
0.04 0.06 0.12
0.09 0.17 -0.16
-0.01 0.07 -0.02
0.34 0.25 -0.20
-0.15 -0.10 0.02
-0.06 -0.05 0.01
0.01 0.02 0.01
0.05 0.03 -0.02
-0.03 -0.09 -0.09
-0.02 0.13 0.09
-0.02 0.01 0.15
0.04 -0.07 -0.16
0.05 -0.38 0.18
-0.08 -0.07 0.09
0.07 -0.02 -0.14
0.07 0.03 -0.02
-0.01 0.00 0.01
-0.01 -0.01 -0.01
0.00 -0.01 0.00
-0.02 -0.01 0.02
0.00 0.01 0.01
0.02 0.00 0.00
-0.01 -0.03 0.01
-0.03 -0.02 -0.01
0.03 0.01 -0.01
0.02 0.00 -0.02
0.02 0.04 -0.04
0.00 -0.01 -0.01
-0.10 0.00 -0.01
0.05 0.04 0.05
0.07 -0.01 -0.01
-0.06 0.01 0.04
0.06 -0.04 -0.03
-0.16 0.12 -0.06
0.29 -0.15 0.00
-0.10 -0.10 -0.13
0.13 0.10 0.06
0.07 -0.06 -0.02
0.01 -0.01 -0.01
0.00 0.00 0.00
0.00 0.00 0.01
0.00 -0.01 -0.01
0.03 -0.03 -0.04
-0.02 0.01 0.01
-0.07 0.02 -0.03
-0.02 -0.07 0.01
0.01 0.03 0.02
-0.01 0.00 0.02
-0.01 0.01 0.01

Atomic partial charges in e from the Löwdin method, atoms 1 to 2: 1.49, -0.44

(2)
Computed, not measured: a molecular structure, C55H54BaN3O3P3S5Te in a non-equilibrium geometry, with ωB97M-V/def2-TZVPD.

Computed properties:
Charge = -2
M = 1323.24 g mol⁻¹
Highest occupied orbital energy (alpha / beta) = 1.018 / -0.264 eV

Element x y z (Å)
Ba 0.146 1.067 -0.098
C 4.042 0.061 7.906
C 4.566 1.309 7.447
C 4.099 1.880 6.253
C 3.112 1.178 5.463
C 2.549 0.013 5.937
C 2.905 -0.492 7.198
P 2.889 1.638 3.736
C 4.071 2.907 3.263
C 5.151 2.536 2.409
C 6.002 3.506 1.892
C 5.797 4.817 2.299
C 4.775 5.171 3.183
C 3.838 4.237 3.621
C 3.179 0.099 2.782
C 4.296 -0.637 3.171
C 4.387 -1.967 2.571
C 3.550 -2.331 1.539
C 2.486 -1.484 1.182
C 2.322 -0.222 1.748
H 4.499 -0.404 8.796
H 5.295 1.849 8.058
H 4.509 2.775 5.884
H 1.905 -0.505 5.208
H 2.452 -1.393 7.564
H 5.239 1.505 2.213
H 6.827 3.373 1.275
H 6.552 5.581 2.085
H 4.677 6.159 3.578
H 3.133 4.526 4.353
H 4.945 -0.333 3.942
H 5.176 -2.630 2.955
H 3.587 -3.303 1.031
H 1.903 -1.776 0.330
Te -1.590 -3.527 -4.124
C -3.594 -4.126 -3.662
C -3.854 -5.455 -3.160
C -5.160 -5.727 -2.810
N -6.160 -4.851 -2.787
C -5.907 -3.625 -3.196
C -4.657 -3.221 -3.610
C -0.969 -2.346 -2.481
P -1.199 -0.681 -2.926
C 0.176 -0.236 -4.021
C -0.004 0.782 -4.989
C 0.887 0.833 -6.036
C 2.069 0.102 -5.919
C 2.352 -0.683 -4.824
C 1.376 -0.883 -3.818
C -2.680 -0.371 -3.871
C -3.825 -0.145 -3.149
C -5.036 0.288 -3.810
C -5.076 0.251 -5.235
C -3.847 0.068 -5.936
C -2.684 -0.324 -5.255
P -0.433 -3.045 -0.918
C 0.068 -4.759 -1.359
C 1.351 -4.913 -1.955
C 1.755 -6.147 -2.477
C 0.945 -7.273 -2.254
C -0.120 -7.170 -1.388
C -0.593 -5.951 -0.932
C -1.742 -3.175 0.268
C -1.352 -3.278 1.634
C -2.286 -3.094 2.635
C -3.674 -3.200 2.271
C -3.983 -3.468 0.955
C -3.097 -3.348 -0.079
H -3.091 -6.245 -2.985
H -5.563 -6.724 -2.460
H -6.812 -3.053 -3.131
H -4.506 -2.247 -3.968
H -0.885 1.479 -4.860
H 0.665 1.433 -6.859
H 2.904 0.163 -6.607
H 3.390 -1.030 -4.791
H 1.475 -1.428 -2.906
H -3.742 -0.374 -2.121
H -5.937 0.746 -3.345
H -5.993 0.448 -5.685
H -3.831 0.246 -7.041
H -1.830 -0.711 -5.786
H 1.951 -4.032 -2.094
H 2.664 -6.258 -3.054
H 1.118 -8.245 -2.768
H -0.588 -8.120 -1.073
H -1.511 -5.951 -0.280
H -0.290 -3.302 1.897
H -2.079 -2.923 3.714
H -4.500 -3.124 2.964
H -5.040 -3.661 0.720
H -3.240 -3.465 -1.162
N -2.556 3.762 -2.427
C -1.267 4.013 -2.125
O -0.634 3.267 -1.350
C -0.640 5.190 -2.838
C 0.733 5.486 -2.596
H -2.977 2.962 -1.958
H -3.166 4.465 -2.827
H -1.236 6.127 -2.640
H -0.806 4.939 -3.876
H 1.218 6.269 -3.184
H 1.245 4.810 -1.903
O -0.437 -0.016 2.064
H 0.478 -0.163 2.489
H -1.124 -0.047 2.743
O 2.612 1.084 -1.616
H 3.502 1.100 -1.266
H 2.730 1.103 -2.589
N -2.731 1.875 0.550
H -3.437 2.159 -0.168
H -2.781 2.634 1.166
H -3.185 1.102 1.073
C -0.273 6.851 3.793
S -0.823 6.176 2.206
C -1.297 4.641 2.872
C -0.435 3.577 3.314
S 0.974 2.882 2.430
S -1.017 2.710 4.681
C -2.677 3.271 4.643
S -3.738 2.625 5.642
S -2.943 4.554 3.417
H 0.171 7.875 3.584
H 0.553 6.258 4.247
H -1.086 6.828 4.578

Cartesian forces, eV/Å:
0.51 0.24 0.46
-1.26 0.64 -0.87
-0.97 -0.40 -0.30
-1.28 -2.29 1.07
3.39 1.19 -0.42
-0.45 -0.46 0.49
2.27 0.69 0.06
-0.64 -0.75 1.45
0.64 -1.00 -0.41
-0.94 1.62 0.56
-1.62 0.70 1.39
0.22 0.96 0.81
-0.27 -0.66 -0.19
2.15 -0.40 -0.61
1.69 1.19 1.12
-1.68 -3.51 -2.13
1.34 1.77 1.30
-1.08 -0.36 -0.01
1.68 0.37 -0.10
-1.39 0.00 -0.75
-0.66 0.19 -0.45
0.02 -0.30 -0.31
0.53 1.00 -0.35
0.00 -0.02 0.90
-0.14 -0.36 0.09
0.34 -1.03 -0.46
1.27 -0.92 -1.07
-0.32 -0.21 -0.31
0.17 0.68 -0.08
-1.04 0.06 0.36
0.72 0.27 0.82
-0.29 0.16 -0.39
0.35 0.20 0.39
-0.52 -0.31 -0.27
0.34 -0.80 0.01
-0.23 -1.40 1.43
0.41 0.89 -0.47
-1.19 -1.55 0.95
-0.10 -0.56 -0.19
-0.35 -0.47 0.43
0.44 -0.92 -0.59
-1.08 -1.19 -0.79
1.32 0.64 2.73
-1.22 0.80 -0.07
-0.59 -0.20 0.59
0.35 -0.38 1.38
0.59 -0.15 -0.31
0.17 0.10 1.00
0.67 0.66 -1.73
0.01 -0.48 -0.51
-2.12 1.41 -1.38
0.75 -0.51 -0.80
3.15 0.40 2.19
-0.84 -0.31 -0.43
-1.35 0.23 -0.80
1.52 1.23 -1.18
0.41 -1.01 1.06
-1.13 -0.55 -0.39
-0.78 -0.12 0.28
0.80 -0.13 -0.62
-0.62 -1.00 0.28
-0.42 1.03 0.00
-1.01 -1.71 1.21
0.30 1.31 -0.38
-2.35 -0.48 0.55
1.92 -0.10 0.10
-2.50 0.32 -0.34
2.49 -0.01 -0.39
-0.39 0.88 -0.51
1.24 0.80 -0.39
0.11 1.11 -0.27
0.10 1.07 -0.36
1.02 -1.05 -0.60
0.01 1.09 -1.30
-0.42 0.28 -0.50
-0.51 -0.34 0.40
0.36 -0.77 0.16
-0.36 0.41 1.26
0.79 -1.06 0.24
-1.20 0.56 -1.07
-0.02 -0.61 1.04
0.13 0.46 -0.24
0.18 0.22 -0.12
0.04 0.19 0.01
0.24 0.79 0.61
-0.08 0.68 -0.20
1.07 0.35 -0.79
-0.27 0.18 -0.22
0.31 -0.27 -1.00
0.26 0.01 0.33
0.37 0.08 0.04
-0.75 0.18 0.65
-0.48 -0.25 0.16
1.15 -0.97 1.63
-0.80 1.36 -1.71
-2.14 0.73 -0.03
1.89 -0.45 0.66
0.17 0.43 -0.28
0.32 -0.28 0.08
0.01 -0.84 -0.20
-0.18 0.18 -0.78
-0.03 -0.40 0.44
0.22 0.63 -0.31
0.04 -1.07 1.29
-1.04 0.53 -0.94
0.22 0.18 0.07
-0.13 0.10 -1.13
0.22 -0.04 0.44
-0.26 -0.09 0.74
-1.27 -1.67 -1.54
0.67 -0.63 0.72
0.34 1.62 1.56
0.32 0.54 -0.46
0.70 0.84 0.91
0.49 -0.34 0.06
1.85 -2.36 0.65
-0.60 1.64 -2.66
-2.36 2.34 -0.73
-0.04 -0.49 -0.27
2.08 1.53 -1.97
-2.75 -1.28 2.08
-0.66 -0.31 1.03
-0.84 -0.89 0.47
-0.43 0.11 -0.67
0.62 0.41 -1.08

Atomic partial charges in e from the Löwdin method, atoms 1 to 2: 1.61, -0.11